Computed, not measured: 21 unconnected molecules or ions with the total composition C64H181N11O21, with ωB97M-V/def2-TZVPD.

```
277
Properties=species:S:1:pos:R:3
C 1.0894 -5.5729 -6.0165
C 0.8218 -4.1774 -5.4566
O 0.9050 -4.0312 -4.0677
H 0.8732 -5.5356 -7.0842
H 0.3599 -6.2317 -5.5455
H 2.1057 -5.9385 -5.8696
H -0.2267 -3.9741 -5.6746
H 1.5125 -3.4611 -5.9014
H 1.3424 -3.2000 -3.8691
C 5.2363 0.8479 0.9985
C 5.7728 1.9465 -0.0105
O 5.7514 1.3280 -1.2678
H 5.3282 1.1880 2.0300
H 5.8421 -0.0583 1.0022
H 4.2107 0.5747 0.7504
H 6.7730 2.2949 0.2472
H 5.0912 2.7959 -0.0552
H 5.5772 1.9775 -1.9529
C 0.1267 7.0688 -0.5045
C -1.3801 6.7143 -0.5807
O -2.0671 7.7478 -1.2283
H 0.8356 6.2601 -0.3267
H 0.2827 7.8036 0.2853
H 0.4883 7.3884 -1.4819
H -1.7849 6.5142 0.4113
H -1.4410 5.7388 -1.0632
H -2.9315 7.3494 -1.3530
C 3.3956 -3.2875 1.4529
C 2.5396 -3.1128 2.6871
O 1.9947 -1.8469 2.6940
H 3.7884 -4.3036 1.4892
H 4.1874 -2.5404 1.5081
H 2.8269 -3.0498 0.5539
H 3.1788 -3.2422 3.5604
H 1.7152 -3.8259 2.6874
H 1.3485 -1.8017 1.9855
C 3.2271 -1.1520 -1.6234
C 1.9180 -1.5125 -2.3778
O 2.2655 -1.7087 -3.7331
H 3.8299 -2.0456 -1.4620
H 2.9145 -0.8191 -0.6337
H 3.7862 -0.4013 -2.1820
H 1.2083 -0.6936 -2.2601
H 1.4968 -2.4804 -2.1062
H 3.1682 -2.0218 -3.8269
C -1.7626 -7.3431 -3.4568
C -2.3787 -5.9615 -3.6790
O -2.9870 -5.4968 -2.4624
H -0.9128 -7.2349 -2.7828
H -1.4162 -7.8405 -4.3627
H -2.4211 -8.0401 -2.9383
H -3.0932 -5.9685 -4.5021
H -1.5394 -5.3158 -3.9374
H -3.6240 -6.1608 -2.1886
C 2.1483 -1.3400 7.6339
C 2.5581 -1.3734 6.1405
O 1.5374 -1.9100 5.3816
H 1.2308 -0.7650 7.7590
H 2.8496 -0.8766 8.3278
H 1.9554 -2.3491 7.9981
H 3.3493 -2.0947 5.9365
H 2.6869 -0.3908 5.6866
H 1.8361 -1.9730 4.4714
C -1.3369 -2.2285 3.7581
C -1.3202 -0.8730 4.5758
O -1.0816 -1.1289 5.9098
H -2.0726 -2.9126 4.1810
H -0.3895 -2.7654 3.8054
H -1.6846 -2.1512 2.7279
H -2.2455 -0.2968 4.5751
H -0.5067 -0.2668 4.1772
H -0.1647 -1.4103 5.9518
C 0.5236 0.7346 1.1004
C -0.3436 -0.3112 0.4110
O 0.0197 -1.6465 0.6484
H 0.5446 0.6195 2.1841
H 0.0825 1.7177 0.9359
H 1.5362 0.7944 0.7014
H -0.3373 -0.0046 -0.6350
H -1.3710 -0.2296 0.7657
H -0.6229 -2.1658 0.1595
C -2.4480 6.5302 4.6512
C -1.5599 6.6663 3.4392
O -0.5274 7.6325 3.6823
H -3.2193 7.2786 4.8329
H -1.8405 6.3545 5.5390
H -3.0089 5.6111 4.4819
H -2.1509 6.9273 2.5613
H -1.1199 5.6949 3.2137
H 0.0192 7.1790 4.3282
C -1.5787 -1.8488 -3.3595
C -3.0710 -1.6065 -3.1801
C -3.7917 -1.7021 -4.5577
O -5.1619 -1.3179 -4.4517
C -5.9586 -1.6820 -5.5606
N -3.4910 -2.6390 -2.2486
H -1.0138 -1.7385 -2.4339
H -1.1140 -1.2006 -4.1025
H -1.4855 -2.8653 -3.7418
H -3.3301 -0.6437 -2.7398
H -3.7287 -2.7126 -4.9614
H -3.2861 -1.1539 -5.3526
H -6.9891 -1.3922 -5.3555
H -5.9662 -2.7720 -5.5574
H -5.7206 -1.3374 -6.5669
H -2.7879 -2.6683 -1.5241
H -3.5202 -3.5468 -2.6903
C -5.5252 -1.2076 1.9149
C -5.3519 0.1982 1.3040
C -5.6125 0.2350 -0.1549
O -5.3322 1.4980 -0.7446
C -5.3693 1.6363 -2.1112
N -6.3654 1.0287 1.9712
H -6.5488 -1.5623 1.7938
H -5.3701 -1.1510 2.9923
H -4.8150 -1.9501 1.5509
H -4.3046 0.4750 1.4255
H -6.6410 -0.0332 -0.3966
H -4.8981 -0.4397 -0.6265
H -5.3565 2.7072 -2.3140
H -6.2783 1.1893 -2.5136
H -4.4844 1.1877 -2.5627
H -6.3633 0.9998 2.9807
H -7.2983 0.7504 1.7021
C 5.7757 -1.0372 3.9938
C 6.5281 -2.1309 4.7205
C 6.4146 -3.4623 3.8886
O 7.0179 -3.3975 2.5580
C 6.9809 -4.6869 1.9619
N 7.9025 -1.7801 5.0413
H 4.7182 -1.2939 3.9310
H 6.1919 -0.9195 2.9932
H 5.9714 -0.1104 4.5330
H 6.0100 -2.2498 5.6721
H 5.3660 -3.7369 3.7742
H 6.9412 -4.1893 4.5069
H 5.9762 -5.0308 1.7159
H 7.5959 -5.3544 2.5653
H 7.5157 -4.5627 1.0203
H 8.4388 -2.6279 4.9243
H 8.2622 -1.1968 4.2994
C 1.6065 2.0667 5.7201
C 2.9634 2.4616 5.0939
C 2.8558 2.9850 3.6331
O 1.9764 4.1514 3.6317
C 1.6679 4.6075 2.3209
N 3.5089 3.3789 6.0080
H 1.5785 1.5963 6.7030
H 1.2490 1.3500 4.9808
H 0.8472 2.8472 5.7697
H 3.5747 1.5755 4.9231
H 2.3162 2.3236 2.9553
H 3.8364 3.2144 3.2163
H 2.6275 4.9102 1.9018
H 0.9407 5.4182 2.3664
H 1.3502 3.8250 1.6318
H 4.4744 3.5041 5.7389
H 3.1687 4.3108 5.8186
C -2.8020 -4.8405 0.9848
C -1.3041 -4.7783 0.6192
C -0.5832 -6.1141 0.6890
O -0.8433 -6.8158 1.9082
C -0.2200 -6.2977 3.0525
N -1.1023 -4.0880 -0.6359
H -3.3004 -3.8753 0.8950
H -2.9286 -5.2302 1.9949
H -3.3053 -5.6272 0.4227
H -0.8520 -4.1843 1.4135
H 0.4905 -5.9966 0.5422
H -0.8938 -6.7085 -0.1702
H -0.3888 -7.0027 3.8665
H -0.6197 -5.3182 3.3151
H 0.8597 -6.1485 3.0657
H -0.1634 -4.3170 -0.9293
H -1.7766 -4.4806 -1.2772
C 2.0264 0.1925 -6.4003
C 3.1196 1.1123 -5.9929
C 2.5678 2.5382 -5.9022
O 2.1017 2.9092 -7.1706
C 1.7689 4.2939 -7.1039
N 3.7104 0.6453 -4.7446
H 1.2596 0.1054 -5.6305
H 2.4387 -0.8161 -6.4272
H 1.6241 0.4324 -7.3845
H 3.9556 1.1724 -6.6897
H 3.3060 3.2671 -5.5679
H 1.7183 2.5597 -5.2195
H 1.3661 4.5353 -8.0875
H 2.6681 4.8919 -6.9552
H 1.0322 4.6051 -6.3633
H 3.8368 -0.3407 -4.9232
H 2.9584 0.5108 -4.0839
C 3.3428 6.5241 -1.8763
C 3.0197 5.6338 -3.0584
C 1.7350 4.8170 -2.9347
O 1.6462 3.9510 -1.7755
C 2.4972 2.8689 -1.8049
N 2.9586 6.4632 -4.2883
H 2.6622 7.3755 -1.8711
H 4.3056 7.0095 -2.0356
H 3.3682 6.0022 -0.9198
H 3.8437 4.9344 -3.1997
H 1.6031 4.1635 -3.7971
H 0.8010 5.3574 -2.7808
H 3.3909 3.0200 -2.4104
H 1.9746 1.9712 -2.1352
H 2.8266 2.7407 -0.7738
H 2.3163 7.2331 -4.1669
H 3.8277 6.9778 -4.2852
C -2.3959 1.8740 -4.9883
C -2.8951 3.3436 -5.1549
C -1.8598 4.3993 -5.1381
O -2.4124 5.6415 -5.4989
C -1.5325 6.7552 -5.4793
N -3.4714 3.3808 -6.4860
H -3.2494 1.2061 -5.1043
H -1.9992 1.8177 -3.9746
H -1.5955 1.6588 -5.6962
H -3.6227 3.6373 -4.3984
H -1.0682 4.1291 -5.8370
H -1.4763 4.4845 -4.1214
H -2.1317 7.6354 -5.7125
H -0.6636 6.7751 -6.1370
H -1.1437 6.8750 -4.4680
H -3.3154 4.3531 -6.7102
H -2.8984 2.8395 -7.1175
C 2.1567 -7.6128 -2.3690
C 2.8667 -6.3798 -1.7843
C 3.9594 -5.9007 -2.7388
O 4.4895 -4.6016 -2.3256
C 5.3991 -4.7935 -1.2049
N 1.7898 -5.3783 -1.6096
H 1.9329 -7.4276 -3.4196
H 1.2465 -7.8628 -1.8239
H 2.8492 -8.4545 -2.3576
H 3.2207 -6.5844 -0.7739
H 3.4904 -5.8625 -3.7221
H 4.7659 -6.6331 -2.7748
H 6.2614 -5.3888 -1.5052
H 4.9163 -5.3458 -0.3987
H 5.6593 -3.7741 -0.9200
H 2.2346 -4.4736 -1.6712
H 1.2768 -5.4397 -2.4774
C -2.0964 2.2884 2.8253
C -2.9765 3.2917 2.0103
C -2.9109 3.0587 0.5041
O -1.5952 3.1870 0.0476
C -1.5221 2.8252 -1.3370
N -4.3332 3.1941 2.5592
H -1.0272 2.4247 2.6626
H -2.4175 1.2904 2.5271
H -2.2468 2.3840 3.9006
H -2.6254 4.3073 2.1931
H -3.5932 3.8004 0.0889
H -3.2275 2.0394 0.2832
H -0.5861 3.0336 -1.8553
H -2.2936 3.3381 -1.9113
H -1.8077 1.7855 -1.4969
H -4.8507 3.9330 2.1052
H -4.7929 2.3076 2.4076
C -4.7673 0.9457 5.3705
C -6.1852 0.5917 5.7967
C -6.5089 0.8318 7.2971
O -7.8033 0.6220 7.7041
C -8.3582 -0.7027 7.5535
N -7.0900 1.3058 4.9121
H -4.0706 0.1974 5.7482
H -4.4494 1.9016 5.7868
H -4.6064 1.0197 4.2949
H -6.3266 -0.4791 5.6504
H -6.3019 1.8863 7.4799
H -5.8207 0.2748 7.9329
H -8.5709 -0.9633 6.5167
H -9.2314 -0.7318 8.2053
H -7.6347 -1.4082 7.9621
H -7.9572 1.2650 5.4282
H -6.9590 2.3070 4.8925
```

Calculated values
Charge: 0
Maximum force in eV/A: 2.78
Electronic energy in hartree: -4728.96956
HOMO level in eV: -8.5029
HOMO-LUMO gap in eV: 8.87
Spin multiplicity: 1